Entry 1:
A molecular structure, C34H27N6O4RuS, computed with wB97M-V/def2-TZVPD.

- 2S+1 = 2
- largest force on an atom (eV/A) = 0.52
- energy above the lowest of the compared OMol25 structures with the same formula, charge and spin (kJ/mol) = 0.0
- HOMO-LUMO gap (alpha / beta) (eV) = 7.138 / 6.777
- electronic energy (eV) = -66247.0565

The geometry in XYZ format:
```
73
Properties=species:S:1:pos:R:3:forces:R:3
Ru -0.35356 0.06691 -0.10339 -0.3 0.1 -0.3
O 2.49568 1.23943 2.57579 -0.1 0.0 0.0
C 1.70097 1.09400 1.66106 0.2 0.0 -0.1
N 1.14514 -0.05183 1.20697 -0.4 -0.1 0.4
C 1.80144 -1.29815 1.27288 0.1 0.2 -0.1
C 2.59528 -1.75700 2.30964 0.1 0.0 0.0
C 3.20845 -3.00363 2.19232 0.0 0.0 0.0
C 3.04005 -3.76035 1.04514 0.0 0.0 0.0
C 2.26667 -3.29200 -0.01645 0.0 0.0 0.0
C 1.64509 -2.05380 0.09335 -0.1 0.0 -0.1
N 0.80528 -1.43677 -0.85256 0.2 0.0 -0.1
C 0.50901 -1.94325 -2.05635 0.0 -0.1 0.1
O 0.97879 -2.92960 -2.61796 0.0 0.0 0.0
C -0.60328 -1.16694 -2.73032 0.1 0.0 -0.1
C -1.10488 -1.57848 -3.95153 0.0 0.0 0.0
C -2.16093 -0.88005 -4.51131 0.0 0.0 0.0
C -2.68152 0.21517 -3.83651 0.0 0.0 0.0
C -2.12509 0.57354 -2.62244 0.0 0.1 0.0
N -1.10578 -0.10238 -2.08733 -0.2 -0.1 0.3
C 1.30968 2.24448 0.76990 -0.1 0.0 0.0
C 1.68917 3.54538 1.03676 0.0 0.0 0.0
C 1.34930 4.53296 0.12868 0.0 0.0 0.0
C 0.64785 4.18122 -1.01505 0.0 0.0 0.0
C 0.29864 2.85755 -1.20695 0.1 0.0 0.0
N 0.63063 1.90648 -0.33580 0.1 -0.1 0.0
H 2.73626 -1.14054 3.18591 0.0 0.0 0.0
H 3.82451 -3.37297 3.00216 0.0 0.0 0.0
H 3.52222 -4.72582 0.95945 0.0 0.0 0.0
H 2.15807 -3.86415 -0.92413 0.0 0.0 0.0
H -0.65190 -2.44238 -4.41691 0.0 0.0 0.0
H -2.58015 -1.18841 -5.46022 0.0 0.0 0.0
H -3.51119 0.78384 -4.23163 0.0 0.0 0.0
H -2.49943 1.41064 -2.04593 0.0 0.0 0.0
H 2.23979 3.74155 1.94601 0.0 0.0 0.0
H 1.62474 5.56392 0.30751 0.0 0.0 0.0
H 0.36607 4.91909 -1.75280 0.0 0.0 0.0
H -0.25358 2.53921 -2.08044 0.0 0.0 0.0
O -1.78369 1.41722 0.44553 0.1 0.0 -0.1
C -3.07156 1.25018 0.59332 0.0 -0.1 0.1
C -3.86155 2.41500 0.72317 0.0 0.0 0.0
C -5.22518 2.35792 0.86003 0.0 0.0 0.0
C -5.88339 1.12359 0.87158 0.0 0.0 0.0
C -5.13479 -0.02198 0.75137 0.0 0.0 0.0
C -3.73689 0.00338 0.61574 0.0 0.0 -0.1
C -3.00749 -1.25718 0.54514 0.0 0.0 0.2
N -1.70142 -1.45735 0.38298 0.2 0.0 -0.2
C -1.48204 -2.82303 0.40874 0.0 0.0 0.0
C -2.65977 -3.45527 0.60280 -0.1 0.0 -0.1
N -3.60826 -2.46348 0.67963 0.0 0.0 -0.1
H -3.33477 3.36098 0.72272 0.0 0.0 0.0
H -5.79276 3.27464 0.96166 0.0 0.0 0.0
H -6.95754 1.06755 0.97931 0.0 0.0 0.0
H -5.66344 -0.96806 0.76589 0.0 0.0 0.0
H -0.49786 -3.24852 0.32772 0.0 0.0 0.0
H -2.90006 -4.49665 0.71370 0.0 0.0 0.0
H -4.58516 -2.60078 0.85804 0.0 0.0 0.0
C -0.20550 -0.14893 4.81231 0.0 0.0 0.0
S -1.30477 -0.33489 3.40065 -0.1 0.1 0.0
O -2.58878 0.33090 3.75472 0.0 -0.1 0.1
C -1.58232 -2.10344 3.57296 0.0 0.0 0.0
C -2.87920 -2.52537 3.80926 0.0 0.0 0.1
C -3.14771 -3.88802 3.87182 0.0 0.0 0.0
C -2.12709 -4.80998 3.68914 0.0 0.0 0.0
C -0.83114 -4.37348 3.43624 0.0 0.0 0.1
C -0.55495 -3.01735 3.36822 0.0 0.0 0.0
H -0.73712 -0.44115 5.71654 0.0 0.0 0.0
H 0.08120 0.90077 4.84765 0.0 0.0 0.0
H 0.68256 -0.76069 4.65430 0.0 0.0 0.0
H -3.65151 -1.77867 3.95079 0.0 0.0 0.0
H -4.15670 -4.22832 4.07020 0.0 0.0 0.0
H -2.33936 -5.87040 3.74127 0.0 0.0 0.0
H -0.03386 -5.08923 3.28110 0.0 0.0 0.0
H 0.44962 -2.68138 3.13326 -0.1 0.0 0.0
```
Forces are in eV/Å.

Entry 2:
A molecular structure, C34H28BN9Ti, computed with wB97M-V/def2-TZVPD.

- 2S+1 = 2
- charge = +1
- largest force on an atom (eV/A) = 4.56
- HOMO-LUMO gap (alpha / beta) (eV) = 7.073 / 7.428
- electronic energy (eV) = -72911.1403

The geometry in XYZ format:
```
73
Properties=species:S:1:pos:R:3:forces:R:3
Ti 0.08044 0.06021 0.13996 -0.4 0.0 1.8
C -1.50607 -2.32798 -4.33110 0.7 0.6 -0.4
C -1.36420 -2.15444 -2.85463 -0.3 -2.5 0.4
C -1.78894 -3.14279 -1.92285 0.0 1.0 -0.5
C -1.49398 -2.64983 -0.64987 -0.2 1.1 -1.1
N -0.82659 -1.42781 -0.81058 -1.0 -2.4 -0.8
N -0.73623 -1.21228 -2.19362 0.4 1.2 0.7
B 0.02488 0.04598 -2.75213 -0.5 0.1 1.2
N 1.46635 0.05765 -2.17335 1.1 0.0 0.3
N 1.76399 0.16647 -0.78397 2.5 -0.4 -1.2
C 3.17089 0.10169 -0.65528 -1.7 0.3 -1.0
C 3.69453 -0.00509 -1.94307 -1.0 0.1 0.0
C 2.61211 -0.01607 -2.85446 1.1 0.1 1.5
C 2.77442 -0.05852 -4.31758 -0.1 -0.6 -0.3
C 3.95187 0.14081 0.59680 0.6 -0.5 -1.0
C 3.41453 0.25911 1.87149 -1.1 0.5 -0.9
C 4.22899 0.21411 2.97270 0.9 -0.3 0.0
C 5.58879 0.01170 2.77507 0.6 -0.2 -0.5
C 6.17580 -0.15343 1.48989 -0.9 0.3 1.3
C 5.34138 -0.07709 0.39701 -0.5 0.2 0.5
N -0.69248 1.30352 -2.21328 -0.3 0.5 2.1
N -0.84407 1.53183 -0.80282 -0.7 1.4 -1.2
C -1.55309 2.70717 -0.66909 0.7 -0.3 -0.8
C -1.86174 3.19544 -1.93811 1.0 -1.2 -0.3
C -1.27049 2.31065 -2.84223 -0.6 0.6 -0.6
C -1.25950 2.41860 -4.33307 -0.2 -0.1 0.1
C -1.89591 3.41654 0.56674 0.0 0.1 -0.6
C -1.55992 2.92982 1.83070 0.6 -0.2 -1.1
C -2.05187 3.59552 2.92003 0.0 0.0 0.8
C -2.81249 4.73203 2.73485 -0.4 0.7 0.3
C -3.06439 5.30478 1.48537 0.3 -0.6 0.4
C -2.60127 4.63292 0.37974 0.1 -0.8 -0.2
C -2.02481 -3.26222 0.58716 0.4 -0.3 -0.2
C -2.70598 -4.48251 0.41979 0.3 0.2 -0.1
C -3.13266 -5.20230 1.52500 0.4 0.9 -0.4
C -2.90980 -4.66681 2.78489 -0.4 -0.1 0.3
C -2.34548 -3.42032 2.96541 0.4 0.5 -0.2
C -1.86999 -2.72310 1.86028 -0.5 -0.4 -0.4
H -2.46603 -2.77179 -4.56176 -0.1 0.0 0.0
H -0.72476 -2.98238 -4.71796 0.0 -0.4 0.2
H -1.34432 -1.42321 -4.92571 -0.4 0.1 0.4
H -2.31035 -4.06592 -2.18903 0.3 0.7 0.1
H -0.02583 0.08043 -3.91709 0.3 -0.2 -0.5
H 4.73398 -0.05100 -2.21993 -0.2 0.0 -0.1
H 3.83732 0.03712 -4.57596 -0.4 -0.1 0.0
H 2.22135 0.73708 -4.77601 -0.2 0.5 -0.4
H 2.35471 -0.99306 -4.71219 0.3 0.1 0.0
H 2.33943 0.45463 1.96137 0.6 -0.2 0.1
H 3.84167 0.26373 3.97638 -0.1 0.2 0.1
H 6.22014 -0.04212 3.64750 0.2 0.0 0.1
H 7.24087 -0.33470 1.41330 -0.1 0.1 -0.1
H 5.74080 -0.15873 -0.60449 0.0 -0.1 0.2
H -2.36679 4.08504 -2.23166 -0.2 0.2 0.0
H -1.61402 3.40197 -4.65580 0.0 -0.3 0.1
H -1.87882 1.63001 -4.77192 0.0 0.2 0.0
H -0.25279 2.26730 -4.69828 0.2 0.1 -0.2
H -0.84118 2.09834 1.91897 -0.7 0.3 0.1
H -1.84594 3.23495 3.92658 -0.1 0.1 -0.2
H -3.22392 5.20995 3.60666 0.0 0.2 0.2
H -3.62667 6.21793 1.38984 -0.1 0.1 0.1
H -2.81948 4.99265 -0.63706 0.1 -0.1 0.8
H -2.86529 -4.81889 -0.60689 -0.1 -0.3 0.7
H -3.65819 -6.12653 1.41359 -0.1 -0.4 -0.1
H -3.26608 -5.20765 3.64067 -0.1 -0.2 0.3
H -2.26829 -2.96089 3.94650 0.0 -0.2 0.0
H -1.46058 -1.73783 1.94112 0.2 0.2 0.3
N 0.17331 -0.05569 2.14653 -0.2 -0.5 1.6
C 0.12859 -0.25747 3.32355 -0.3 0.5 -0.8
C 0.02823 -0.41132 4.68467 0.6 0.1 -1.8
C -1.20365 -0.38218 5.32656 -3.8 -0.1 1.4
N -2.25961 -0.41629 5.83914 2.4 0.2 -1.1
C 1.18179 -0.70198 5.41792 3.9 -1.1 2.2
N 2.16339 -0.96549 6.01916 -2.8 0.8 -1.7
```
Forces are in eV/Å.

Entry 3:
A molecular structure, C34H28BrFeN4O5S3, computed with wB97M-V/def2-TZVPD.

- charge = -1
- largest force on an atom (eV/A) = 2.02
- energy above the lowest of the compared OMol25 structures with the same formula, charge and spin (kJ/mol) = 0.0
- HOMO-LUMO gap (alpha / beta) (eV) = 6.991 / 7.030
- electronic energy (eV) = -188850.4137

The geometry in XYZ format:
```
76
Properties=species:S:1:pos:R:3:forces:R:3
Fe 0.35271 -0.10730 0.22872 0.7 0.5 0.7
Br 1.08694 -6.93025 -2.29648 0.0 0.0 0.0
C 1.17697 -5.07137 -1.88958 -0.1 0.0 0.0
C 2.40189 -4.40069 -1.98643 0.0 0.1 0.0
C 2.47315 -3.06120 -1.71008 0.1 -0.1 0.0
C 1.33862 -2.30553 -1.29349 0.1 0.0 0.0
O 1.47568 -1.05374 -1.06529 0.0 0.1 0.0
C 0.11000 -3.02654 -1.19686 -0.1 0.0 0.0
C -1.11906 -2.33608 -0.92306 -0.1 0.0 0.1
N -1.16712 -1.18791 -0.35522 0.0 -0.3 0.2
C -2.34128 -0.40634 -0.39991 0.0 -0.4 0.0
C -3.63344 -0.82781 -0.22163 0.1 -0.1 0.1
C -4.68859 0.09071 -0.37929 0.1 0.1 0.0
C -4.43108 1.39379 -0.72597 -0.2 -0.1 0.0
C -3.10614 1.83969 -0.89749 0.2 0.3 -0.1
C -2.73310 3.16749 -1.26383 -0.4 -0.2 0.1
C -1.42753 3.49381 -1.33921 0.7 -0.1 0.4
C -0.42706 2.51147 -1.02551 -0.4 -0.1 -1.3
N -0.73550 1.25371 -0.82881 0.0 0.7 0.5
C -2.05826 0.93600 -0.70420 -0.2 0.0 -0.1
C 0.04962 -4.39052 -1.51914 0.0 -0.1 0.0
H 3.28991 -4.94502 -2.28172 0.0 0.0 0.0
H 3.41344 -2.53003 -1.78194 0.0 0.0 0.0
H -2.04236 -2.78476 -1.29662 0.0 0.0 0.0
H -3.83388 -1.85485 0.05872 0.0 0.0 0.0
H -5.70830 -0.23874 -0.22720 0.0 0.0 0.0
H -5.24526 2.09725 -0.85781 0.0 0.0 0.0
H -3.50679 3.89638 -1.47871 0.0 0.0 0.0
H -1.10433 4.49782 -1.57524 0.0 0.0 0.0
H 0.61546 2.72528 -1.20786 0.1 0.1 0.5
H -0.90357 -4.90334 -1.46270 0.0 0.0 0.0
O 1.29363 2.25900 3.20259 0.5 -0.7 0.5
S 0.73373 1.91916 1.90966 -0.8 1.8 -0.3
O 0.09766 3.12857 1.33095 0.3 -0.6 -0.1
O -0.30238 0.82230 2.00684 -0.3 -0.8 -0.3
O 1.73132 1.33240 0.94679 -0.1 -0.5 -0.3
S -1.13880 -2.81162 2.87339 0.1 0.0 -0.2
C -0.17838 -1.74786 3.69166 0.2 -0.1 -0.1
N -0.59631 -0.95146 4.68109 0.0 0.2 -0.3
C 0.38824 -0.22678 5.46343 0.2 0.2 0.0
C 1.49338 -1.20071 5.79580 0.1 0.0 0.1
N 2.07088 -1.69294 4.55342 0.2 0.0 0.0
C 3.50364 -1.97511 4.54914 0.0 -0.1 0.1
C 4.37130 -0.75698 4.75794 -0.1 -0.1 0.0
C 5.35066 -0.75111 5.74544 0.0 0.0 0.0
C 6.14499 0.37013 5.94291 0.0 0.0 0.0
C 5.95023 1.49858 5.15844 0.0 0.0 0.0
C 4.96714 1.49828 4.17718 0.0 0.0 0.0
C 4.18780 0.37218 3.96872 0.0 0.1 0.0
C 1.33104 -1.73388 3.43416 0.0 0.0 -0.1
S 1.99418 -1.78774 1.91924 -0.6 0.0 0.0
C -1.98184 -0.51887 4.77577 -0.1 0.0 0.0
C -2.50499 -0.59924 6.18484 0.0 0.0 0.0
C -2.98929 0.52490 6.84018 0.0 0.0 0.0
C -3.47596 0.43126 8.13891 0.0 0.0 0.0
C -3.47496 -0.78951 8.79493 0.0 0.0 0.0
C -2.98847 -1.91906 8.14631 0.0 0.0 0.0
C -2.50893 -1.82347 6.85041 0.0 0.0 0.0
H -0.09330 0.11997 6.37705 0.0 0.0 0.0
H 0.77549 0.63816 4.90648 0.0 0.0 0.0
H 1.11675 -2.02998 6.40476 0.0 0.0 0.0
H 2.28406 -0.69033 6.34604 0.0 0.0 0.0
H 3.73107 -2.44981 3.59564 0.0 0.0 0.0
H 3.69506 -2.69843 5.34778 0.0 0.0 0.0
H 5.48818 -1.62901 6.36872 0.0 0.0 0.0
H 6.90372 0.36637 6.71625 0.0 0.0 0.0
H 6.55687 2.38141 5.31922 0.0 0.0 0.0
H 4.78355 2.37785 3.57495 0.0 0.0 0.0
H 3.42726 0.38726 3.20217 -0.2 0.0 -0.1
H -2.55957 -1.17494 4.12601 0.0 0.1 0.0
H -2.04070 0.49727 4.37454 0.0 0.0 0.0
H -2.97759 1.48098 6.32955 0.0 0.0 0.0
H -3.84864 1.31644 8.63908 0.0 0.0 0.0
H -3.84963 -0.86342 9.80815 0.0 0.0 0.0
H -2.98720 -2.87626 8.65285 0.0 0.0 0.0
H -2.12932 -2.70071 6.33751 0.0 0.0 0.0
```
Forces are in eV/Å.

Entry 4:
A molecular structure, C34H28BrN8O6PdS3, computed with wB97M-V/def2-TZVPD.

- 2S+1 = 5
- charge = +1
- largest force on an atom (eV/A) = 0.86
- energy above the lowest of the compared OMol25 structures with the same formula, charge and spin (kJ/mol) = 83.7
- HOMO-LUMO gap (alpha / beta) (eV) = 7.680 / 4.668
- electronic energy (eV) = -165935.6194

The geometry in XYZ format:
```
81
Properties=species:S:1:pos:R:3:forces:R:3
Pd 1.54933 -0.49343 -0.29346 -0.2 0.0 -0.8
O -2.58319 0.61674 0.39538 -0.3 0.1 0.3
C -2.38824 1.01050 1.68616 0.1 -0.2 -0.3
C -3.47659 0.88524 2.54325 -0.1 0.0 0.1
C -3.35726 1.19698 3.88453 -0.1 0.0 0.0
C -2.14096 1.63284 4.39374 0.1 0.0 0.0
C -1.06215 1.77165 3.53804 0.0 0.1 -0.1
C -1.16315 1.48152 2.17604 0.1 0.0 -0.2
C 0.05198 1.75740 1.27352 -0.1 -0.4 0.2
O -0.06468 1.06568 0.03586 0.4 0.2 -0.1
N 1.30555 1.41541 1.94601 -0.4 0.0 0.0
N 1.76440 0.13966 1.87526 0.2 0.0 0.4
C 0.94864 -0.86286 1.97743 0.2 -0.2 0.5
C 1.47569 -2.24040 1.95605 0.3 0.5 -0.2
Br 3.22521 -2.38348 1.17598 -0.3 -0.1 0.1
C 0.77256 -3.30911 2.27858 -0.2 -0.3 0.2
C 1.24115 -4.71324 2.17575 0.1 0.1 0.1
C 1.98968 -5.28479 3.19999 0.0 0.0 0.0
C 2.42884 -6.59721 3.08985 0.0 0.0 0.0
C 2.12253 -7.34018 1.95766 0.0 0.0 0.0
C 1.38324 -6.76627 0.93235 0.0 0.0 0.0
C 0.94034 -5.45625 1.04043 0.0 0.0 -0.1
H -1.72049 0.66176 -0.05219 0.1 0.0 -0.1
H -4.41087 0.52002 2.13006 0.1 0.0 0.0
H -4.21314 1.08419 4.53962 0.0 0.0 0.0
H -2.03397 1.86120 5.44681 0.0 0.0 -0.1
H -0.11196 2.11961 3.92404 0.0 0.0 0.0
H 0.12385 2.83098 1.08857 -0.1 0.1 0.0
H 2.06730 2.05716 1.79331 0.1 0.0 -0.2
H -0.09796 -0.73566 2.23431 -0.1 -0.1 -0.1
H -0.24259 -3.13479 2.63489 0.1 0.0 0.0
H 2.23112 -4.69789 4.07977 0.0 0.0 0.0
H 3.01437 -7.03692 3.88753 0.0 0.0 0.0
H 2.45799 -8.36663 1.87671 0.0 0.0 0.0
H 1.15428 -7.33885 0.04294 0.0 0.0 0.0
H 0.37099 -4.99943 0.23865 0.0 0.0 0.0
O 3.59412 -0.47429 -3.87097 -0.2 0.0 0.1
C 3.16615 -0.31632 -2.74768 -0.3 -0.2 -0.2
O 1.89214 -0.40205 -2.41152 0.2 0.1 -0.1
C 4.05610 -0.01497 -1.58034 -0.1 0.2 0.0
C 5.21324 -0.72767 -1.35583 0.2 -0.1 0.1
C 5.99208 -0.49994 -0.21082 0.1 -0.1 -0.1
C 5.55852 0.46198 0.66472 0.3 -0.1 0.1
O 6.13894 0.86706 1.83217 -0.1 0.1 0.0
C 5.34375 1.94457 2.33145 -0.1 -0.2 -0.3
O 4.23978 2.11615 1.41259 0.1 0.1 0.2
C 4.42342 1.20247 0.42340 -0.2 0.1 0.1
C 3.63580 0.99244 -0.68219 0.2 0.1 0.0
H 5.50980 -1.47870 -2.07687 0.0 0.0 0.0
H 6.90068 -1.05968 -0.01908 -0.1 0.0 0.0
H 5.93165 2.85751 2.35855 0.1 0.1 -0.1
H 4.95783 1.69430 3.31516 -0.1 -0.1 0.1
H 2.86122 1.69423 -0.95280 -0.1 0.0 0.0
S -3.57216 4.76694 -4.96926 -0.1 0.0 0.2
C -2.64721 4.12234 -3.79074 -0.3 0.0 0.0
S -0.96945 3.76096 -4.01153 0.1 -0.1 0.1
C -0.91861 3.02638 -2.43641 -0.1 0.1 0.1
N -2.09125 3.08983 -1.78597 0.2 0.1 -0.2
N -3.01583 3.69947 -2.50850 0.2 0.0 0.1
C -4.30812 3.85557 -1.88957 -0.1 0.0 -0.1
C -4.73414 2.84224 -1.03405 0.1 0.0 -0.1
C -5.96494 2.96280 -0.41772 -0.1 0.0 0.0
C -6.75795 4.08256 -0.64214 0.0 0.0 0.0
C -6.30857 5.09612 -1.47793 0.0 0.0 0.1
C -5.07833 4.99504 -2.10385 0.2 0.0 0.0
S 0.49792 2.36734 -1.84395 -0.2 0.0 0.1
H -4.11077 1.97887 -0.85197 0.1 0.0 0.0
H -6.30623 2.17309 0.24044 0.0 0.1 0.0
H -7.72044 4.17208 -0.15308 0.1 0.0 0.0
H -6.90955 5.98199 -1.63625 0.0 0.0 0.0
H -4.71636 5.80874 -2.71129 0.0 0.0 -0.1
N -1.70925 -2.62126 -5.08058 0.0 0.1 -0.1
C -0.91220 -2.07102 -4.15160 0.1 -0.1 0.2
N -0.04326 -1.12786 -4.51865 0.1 0.1 0.1
N -1.07661 -2.50966 -2.91734 -0.1 -0.1 0.3
C -0.45204 -2.15352 -1.84641 -0.1 -0.1 -0.1
N 0.00765 -1.97261 -0.78448 0.0 0.3 -0.4
H -1.60166 -2.41531 -6.05547 0.0 0.0 0.0
H -2.33249 -3.35651 -4.80136 0.0 0.0 0.0
H 0.10724 -0.93294 -5.49356 0.0 0.0 0.0
H 0.67756 -0.82990 -3.86016 0.1 0.0 0.1
```
Forces are in eV/Å.